No. 1
Here is a cluster of 2 separate species, C19H24F3O4S in total from the Open Molecules 2025 dataset. Energies are from ωB97M-V/def2-TZVPD.

Orbital gap, eV: 5.35
Net charge: -1
E_LUMO, eV: 2.50

Element x y z (Å)
C  -3.40589  -0.94289  2.14315
C  -2.25931  -1.93103  2.09329
O  -1.03792  -1.20183  2.27991
C  0.05464  -2.00598  2.12839
C  1.30184  -1.20631  2.17333
C  2.51736  -1.96162  2.42220
O  2.60969  -3.17516  2.43077
C  3.79992  -1.15071  2.77590
C  3.58086  0.23187  3.37581
C  2.48989  0.98715  2.61903
C  1.17113  0.19765  2.60738
O  -0.05291  -3.21119  2.05240
H  -4.36224  -1.45200  1.99841
H  -3.45882  -0.43278  3.11034
H  -3.32276  -0.18281  1.35888
H  -2.36421  -2.69143  2.88106
H  -2.21886  -2.43202  1.11463
H  4.42319  -1.77730  3.43076
H  4.33453  -1.05053  1.81757
H  3.32847  0.15533  4.44241
H  4.52796  0.78316  3.32712
H  2.33495  1.97210  3.07252
H  2.81366  1.14334  1.58049
H  0.41779  0.70467  1.98358
H  0.77052  0.20097  3.64205
C  0.53989  2.01330  -3.72768
C  0.11640  1.24580  -2.48089
C  0.77364  1.81012  -1.22400
C  -1.42734  1.27312  -2.33980
C  -2.19970  0.10647  -2.34116
C  -3.58727  0.18337  -2.17652
C  -4.20332  1.42463  -2.01536
C  -3.43960  2.58785  -2.01576
C  -2.06055  2.51471  -2.18207
O  0.42092  -0.16001  -2.65823
S  1.96593  -0.78171  -2.22297
C  1.77949  -2.43215  -2.90160
F  2.15461  -2.64229  -4.19982
F  2.55027  -3.27081  -2.11712
F  0.47676  -2.82598  -2.80564
H  0.23513  3.05903  -3.64437
H  1.62463  1.96733  -3.86258
H  0.05540  1.59728  -4.61623
H  0.40768  2.82288  -1.03867
H  0.50939  1.20508  -0.34883
H  1.86537  1.85740  -1.31828
H  -1.70909  -0.86373  -2.47416
H  -4.18448  -0.73314  -2.18134
H  -5.29048  1.48359  -1.88917
H  -3.91378  3.56783  -1.88839
H  -1.45339  3.41941  -2.19076

---

No. 2
Here is a structure of composition C18H16I2NPPdS3 from the Open Molecules 2025 dataset. Energies are from ωB97M-V/def2-TZVPD.

Orbital gap (spin up / spin down), eV: 8.19 / 4.76
Net charge: +2
Expectation value of S²: 6.04
E_LUMO (spin up / spin down), eV: -6.13 / -9.77
Spin multiplicity: 5
Energy relative to the best compared isomer or geometry (same formula, charge and spin), kcal per mole: 6.3

Element x y z (Å)
Pd  1.95618  0.34150  -1.40604
I  1.78498  3.18479  -1.21989
C  3.71815  3.58995  -0.30984
I  5.54089  2.88782  -1.16723
H  3.63248  3.09334  0.68763
H  3.66773  4.70819  -0.22531
S  3.17147  -0.34506  -3.24187
C  3.71006  -1.46469  -2.01991
C  4.67428  -2.47561  -2.17931
C  5.04988  -3.15576  -1.07017
C  4.55717  -2.77054  0.23257
C  3.65933  -1.73323  0.28834
N  3.11854  -1.24693  -0.84118
H  5.13235  -2.53840  -3.15655
H  5.65174  -4.03383  -1.18366
H  4.97951  -3.19470  1.15400
H  3.24883  -1.35425  1.25499
S  -1.67338  2.09641  -1.69108
P  -1.38663  0.80460  -0.10324
S  0.43639  0.21477  0.43020
C  -2.25295  -0.70870  -0.62212
C  -3.61562  -0.78217  -0.68522
C  -4.22075  -2.02777  -0.99163
C  -3.47472  -3.13006  -1.31713
C  -2.05063  -2.99291  -1.33989
C  -1.45587  -1.75686  -0.99567
C  -2.13807  1.55456  1.36587
C  -1.65094  2.76181  1.84135
C  -2.30066  3.47745  2.85209
C  -3.53632  3.02939  3.29633
C  -4.06497  1.87113  2.76723
C  -3.28831  1.00809  1.92831
H  -4.19526  0.11438  -0.50876
H  -5.27509  -2.06767  -0.92214
H  -3.92883  -4.06515  -1.63735
H  -1.44215  -3.84572  -1.73362
H  -0.34419  -1.64847  -0.99218
H  -0.69412  3.08326  1.46275
H  -1.89115  4.38838  3.27152
H  -4.10704  3.58159  4.02733
H  -5.07519  1.62409  2.96664
H  -3.62711  -0.07705  1.73386